(1)
Computed, not measured: an isolated molecule of C3H5NO2, with the ωB97M-V functional and the def2-TZVPD basis.

The geometry in XYZ format:
```
11
Properties=species:S:1:pos:R:3:mulliken_charge:R:1
O 1.8082 -1.2979 -0.4412 -0.483
C 1.6502 -0.4247 0.3774 0.112
C 0.4512 0.4837 0.3797 -0.519
N -0.4839 0.1257 -0.6445 -0.175
C -1.8054 -0.0752 -0.3682 0.052
O -2.3082 -0.0952 0.7348 -0.545
H 2.4115 -0.2108 1.1520 0.336
H -0.0576 0.4731 1.3489 0.336
H 0.8232 1.5086 0.2212 0.258
H -0.1043 -0.3394 -1.4585 0.282
H -2.3847 -0.1480 -1.3015 0.345
```

Results
E_LUMO: 0.8432 eV
gap between HOMO and LUMO: 10.968 eV
E: -8776.7941 eV
structure (SMILES): O=CCNC=O
relative energy (zero: lowest compared OMol25 entry of this formula, charge and spin): 20.8 kcal per mole

(2)
Computed, not measured: a structure of composition C42H35BrF10N7O6P2S5Ti, with the ωB97M-V functional and the def2-TZVPD basis.

The geometry in XYZ format:
```
109
Properties=species:S:1:pos:R:3:mulliken_spin:R:1
Ti 0.7212 -0.3655 1.3693 0.979
S -1.7793 -1.1463 1.4716 -0.020
C -1.1280 -1.3393 3.0248 0.009
N 0.0630 -0.8163 3.2730 -0.021
C 0.4670 -0.9785 4.5839 0.012
C 1.6400 -0.4879 5.1471 0.002
C 1.8806 -0.7402 6.4838 0.001
C 0.9719 -1.4663 7.2556 -0.001
C -0.2043 -1.9454 6.7042 0.000
C -0.4487 -1.6913 5.3631 -0.003
S -1.8401 -2.1313 4.4014 0.005
H 2.3253 0.0935 4.5455 0.003
H 2.7821 -0.3596 6.9432 0.000
H 1.1822 -1.6489 8.2992 0.000
H -0.9128 -2.4953 7.3046 0.000
F -6.2543 6.4580 2.5462 0.000
C -5.4850 5.5396 1.9636 0.000
C -5.4748 5.4165 0.5841 -0.004
F -6.2339 6.2178 -0.1636 0.000
C -4.6674 4.4510 0.0013 -0.017
F -4.6879 4.3744 -1.3364 0.005
C -3.8645 3.5995 0.7444 0.015
P -2.8343 2.2772 -0.0149 -0.006
C -1.9654 3.2094 -1.3166 -0.038
C -1.4963 4.5207 -1.0381 0.362
C -0.6008 5.1537 -1.9205 -0.073
C -0.1818 4.5593 -3.0658 0.325
C -0.7091 3.2330 -3.4741 0.106
C -1.5654 2.5781 -2.4486 0.245
C -4.0812 1.3097 -0.9266 0.006
C -4.5937 1.6030 -2.1881 0.000
C -5.5163 0.7582 -2.7797 0.006
C -5.9421 -0.3859 -2.1183 0.000
C -5.4363 -0.6878 -0.8636 0.001
C -4.5009 0.1507 -0.2768 -0.003
C -3.8843 3.7501 2.1311 0.003
Br -2.8170 2.6866 3.2641 -0.001
C -4.6871 4.7040 2.7328 0.001
F -4.7212 4.8571 4.0569 0.000
H -1.7847 5.0193 -0.1254 0.036
H -0.2207 6.1317 -1.6619 0.004
H 0.5311 5.0391 -3.7205 0.007
H -1.2816 3.3426 -4.4111 0.053
H -1.8655 1.5585 -2.6622 -0.055
H -4.2710 2.4938 -2.7098 -0.014
H -5.9077 0.9951 -3.7600 0.000
H -6.6594 -1.0455 -2.5868 0.000
H -5.7543 -1.5827 -0.3469 0.000
H -4.0865 -0.0977 0.6911 0.000
F -0.1802 1.5144 1.2490 0.015
P 0.7664 2.6323 2.1543 -0.002
F 0.0700 2.0498 3.4573 0.001
F 1.8371 1.2684 2.2219 0.014
F -0.3396 3.7377 1.9631 -0.002
F 1.4846 3.0132 0.7834 0.006
F 1.7829 3.4894 3.0008 0.000
C 2.0390 -1.2936 -4.0710 0.003
C 3.5246 -1.5039 -4.2966 0.000
S 4.4979 -0.0181 -4.5842 0.000
O 5.6877 -0.4401 -5.2777 0.000
O 3.6577 1.0153 -5.1327 0.001
C 5.0687 0.5542 -2.9663 0.001
C 4.3518 1.7666 -2.3929 0.003
N 3.1142 1.4001 -1.7303 0.015
C 3.0108 0.6066 -0.6318 0.056
N 1.7525 0.2621 -0.4252 -0.021
C 1.0065 0.8733 -1.4012 0.162
C 1.8342 1.6161 -2.1867 -0.067
N 1.5454 2.5104 -3.2069 0.365
O 0.3555 2.2815 -3.8885 0.050
O 2.3314 3.3867 -3.6041 0.474
C 4.1558 0.1509 0.1984 -0.002
H 1.5124 -2.2234 -4.2794 0.000
H 1.6524 -0.5188 -4.7266 0.001
H 1.8224 -1.0313 -3.0351 -0.002
H 3.7286 -2.0793 -5.2006 0.000
H 3.9952 -2.0252 -3.4654 0.000
H 6.1163 0.7964 -3.1434 0.000
H 5.0342 -0.3001 -2.2934 -0.001
H 4.0984 2.4959 -3.1659 0.004
H 5.0015 2.2550 -1.6656 0.001
H -0.0539 0.7257 -1.4805 -0.046
H 5.0368 0.7671 0.0474 0.002
H 4.4081 -0.8876 -0.0284 0.003
H 3.8772 0.1987 1.2518 0.004
N -1.3636 -8.3098 0.3478 0.000
C -0.8980 -7.0430 0.0796 0.000
C -1.4435 -5.9345 0.7358 0.000
C -1.0044 -4.6607 0.4476 0.003
C -0.0125 -4.4692 -0.5058 0.000
C 0.5464 -5.5610 -1.1618 0.001
C 0.0990 -6.8388 -0.8790 0.000
S 0.5940 -2.8563 -0.8379 0.055
O -0.4396 -2.0141 -1.3682 0.009
O 1.8269 -3.0093 -1.5774 0.001
N 0.9374 -2.2598 0.6359 -0.049
C 2.0470 -2.6666 1.3171 0.003
S 2.9072 -4.1589 1.2773 0.001
C 3.9476 -3.5410 2.5115 0.001
C 3.5890 -2.2848 2.8597 -0.001
N 2.5136 -1.7885 2.1750 0.013
H -1.8854 -8.4484 1.1966 0.000
H -0.7865 -9.0868 0.0746 0.000
H -2.2199 -6.0812 1.4754 0.000
H -1.4341 -3.8055 0.9557 -0.003
H 1.3273 -5.4018 -1.8867 0.000
H 0.5241 -7.6861 -1.4003 0.000
H 4.7543 -4.1312 2.9024 0.000
H 4.0707 -1.6786 3.6080 -0.001
```

Results
expectation value of S²: 3.8079
E_LUMO (alpha / beta): -0.3247 / -0.9096 eV
gap between HOMO and LUMO (alpha / beta): 7.161 / 7.087 eV
2S+1: 4
E: -259929.0551 eV
relative energy (zero: lowest compared OMol25 entry of this formula, charge and spin): 19.0 kcal per mole

(3)
Computed, not measured: a structure of composition C4H25N2O8, with the ωB97M-V functional and the def2-TZVPD basis.

The geometry in XYZ format:
```
39
Properties=species:S:1:pos:R:3:mulliken_charge:R:1
C -0.4244 0.0499 0.5831 0.644
N -1.8144 0.5877 0.6808 -0.145
C -2.7595 -0.1280 -0.1345 -0.464
O -2.4647 -1.4703 -0.0501 -0.725
C 0.1862 0.4640 -0.8139 -0.827
N 1.5143 1.0820 -0.3755 -0.284
C 2.2142 1.4789 -1.5932 -0.915
H 0.1910 0.5379 1.3156 -0.734
H -0.3755 -1.0381 0.8876 0.143
H -2.1101 0.7452 1.6462 0.295
H -3.7351 0.0232 0.3071 0.359
H -2.6285 0.0489 -1.2026 0.298
H 0.3656 -0.2797 -1.5192 0.479
H -0.4959 1.2132 -1.2021 0.125
H 1.3208 1.8617 0.1793 0.227
H 3.0081 2.1325 -1.3857 0.406
H 2.5425 0.5161 -2.1374 0.208
H 1.6842 2.2192 -2.2565 0.313
H 0.0986 -2.1944 -2.1152 0.394
H 1.2875 -3.1318 -2.5876 0.268
O 1.1232 -2.2836 -2.2216 -0.683
H -2.2007 -1.7695 1.3853 0.466
H -0.9905 -1.5885 2.4165 0.322
O -1.8977 -1.9093 2.3779 -0.739
H 2.9369 -0.7054 3.2092 0.289
H 2.0761 -0.6324 2.1782 0.366
O 2.1412 -0.2681 3.0037 -0.630
H -2.1638 -2.0415 -1.0896 0.387
H -2.1402 -3.0914 -2.2740 0.199
O -1.6372 -2.3712 -2.2506 -0.932
H 0.6343 1.6911 2.9229 0.271
H 2.1071 1.8254 3.0684 0.354
O 1.3095 2.3404 2.8698 -0.653
H 2.2900 -0.4578 0.3680 0.422
H 1.8946 -1.8388 -0.3468 0.281
O 2.0964 -1.4547 0.5103 -0.842
H -1.3962 2.8709 -0.9191 0.428
H -2.2405 3.2786 -1.9895 0.331
O -1.5473 3.6876 -1.4453 -0.701
```

Results
E_LUMO: 3.0400 eV
gap between HOMO and LUMO: 8.399 eV
E: -23913.7163 eV
total charge: -1
relative energy (zero: lowest compared OMol25 entry of this formula, charge and spin): 62.5 kcal per mole

(4)
Computed, not measured: a cluster of 2 separate species, C3H9N in total, with the ωB97M-V functional and the def2-TZVPD basis.

The geometry in XYZ format:
```
13
Properties=species:S:1:pos:R:3:mulliken_charge:R:1
C 1.8200 1.0522 -0.0393 -0.626
C 1.4148 2.1935 -0.5596 -0.338
H 1.6916 0.7228 0.9854 0.262
H 2.2865 0.2844 -0.6540 0.239
H 0.9747 2.9566 0.0745 0.224
H 1.6031 2.4697 -1.5882 0.230
C -1.6372 -1.5804 0.9317 -0.714
N -1.3132 -1.2572 -0.4600 -0.574
H -0.7654 -1.8695 1.5140 0.246
H -2.4088 -2.3540 0.9456 0.309
H -2.1999 -0.7554 1.3674 0.292
H -0.6411 -0.5108 -0.4632 0.218
H -0.8441 -2.0299 -0.9145 0.230
```

Results
E_LUMO: 1.1080 eV
gap between HOMO and LUMO: 10.403 eV
E: -4745.7589 eV
structure (SMILES): C=C.CN
relative energy (zero: lowest compared OMol25 entry of this formula, charge and spin): 31.1 kcal per mole

In order of appearance, strongest force on any atom = 0.48; 0.83; 5.88; 1.11 eV/Å.